(1)
{
  "formula": "C14H15AuClP",
  "method": "the ωB97M-V functional and the def2-TZVPD basis",
  "species": ["Au", "C", "P", "C", "C", "C", "C", "C", "C", "C", "C", "C", "C", "C", "C", "H", "H", "H", "H", "H", "H", "H", "H", "H", "H", "H", "H", "H", "Cl", "C", "H", "H"],
  "positions_angstrom": [[8.85099, 5.18537, 6.37176], [8.30506, 5.07756, 9.72896], [8.55086, 6.27696, 8.38737], [7.19526, 7.40672, 8.51662], [6.94202, 8.08914, 9.72335], [5.83717, 8.92615, 9.80119], [4.96749, 9.12764, 8.72156], [5.17614, 8.38526, 7.59118], [6.25758, 7.52335, 7.48342], [10.12049, 7.06775, 8.72978], [10.16011, 8.47655, 8.75153], [11.40011, 9.12032, 9.08323], [12.50629, 8.36592, 9.31442], [12.45184, 6.96827, 9.26532], [11.28618, 6.32841, 8.91688], [8.97586, 5.31557, 10.55173], [8.60905, 4.08205, 9.34530], [7.24433, 5.18646, 10.06416], [7.55151, 7.96079, 10.64857], [5.68272, 9.47979, 10.72367], [4.11676, 9.82168, 8.87879], [4.50315, 8.42526, 6.73014], [6.42049, 6.79626, 6.65022], [9.27891, 9.04738, 8.57880], [11.46402, 10.20150, 9.17102], [13.47306, 8.86302, 9.40786], [13.34497, 6.40627, 9.42823], [11.22144, 5.24166, 8.90591], [7.73112, 4.15134, 3.58161], [9.23804, 4.62268, 4.41441], [9.69461, 5.42880, 3.83749], [9.80703, 3.66802, 4.49989]],
  "forces_ev_per_angstrom": [[-0.21, 1.00, -0.33], [-0.13, -0.10, 0.41], [0.44, -1.96, -1.03], [-0.86, 0.90, 0.86], [-0.05, 0.09, 0.29], [0.18, 0.43, 0.25], [-0.11, 0.38, 1.30], [-0.48, -0.41, -1.48], [1.12, -1.18, -0.11], [-0.36, 2.11, -0.05], [2.19, -0.57, 0.94], [-2.16, -0.08, -0.56], [1.12, -0.51, -0.22], [-0.03, 0.49, -0.49], [-0.44, -0.38, 0.75], [-0.11, 0.05, 0.27], [-0.69, 0.51, 0.37], [0.87, -0.64, -0.26], [-0.27, 0.08, -1.04], [-0.11, -0.12, -0.09], [0.63, -0.59, -0.47], [0.07, 0.14, 0.40], [-0.40, 1.12, 0.35], [-0.48, 0.38, -0.09], [-0.14, -0.13, -0.23], [-0.25, -0.19, 0.41], [0.41, -0.32, 0.10], [0.18, 0.14, -0.14], [-0.58, -0.04, -0.43], [0.38, -1.10, 0.94], [0.20, -0.48, 0.03], [0.07, 0.99, -0.65]],
  "total_energy_ev": -40264.518,
  "homo_energy_ev": -7.7,
  "e_above_lowest_kj_mol": 0.0,
  "spin_multiplicity": 1,
  "charge": 0
}

---

(2)
{
  "formula": "C3H6O2S2",
  "method": "the ωB97M-V functional and the def2-TZVPD basis",
  "species": ["O", "C", "O", "C", "C", "S", "S", "H", "H", "H", "H", "H", "H"],
  "positions_angstrom": [[-0.06639, 1.33273, 2.38641], [-0.61620, 0.73502, 1.49397], [-1.84077, 0.21643, 1.69189], [0.05569, 0.46041, 0.18320], [0.24849, -1.03234, -0.12605], [0.90285, -1.39045, -1.81956], [1.27821, 0.48353, -2.63979], [-2.00868, 0.32562, 2.63758], [0.99381, 1.00589, 0.16268], [-0.51821, 0.94158, -0.60971], [0.94457, -1.51613, 0.59861], [-0.74859, -1.50546, -0.08797], [1.37523, -0.05681, -3.87127]],
  "forces_ev_per_angstrom": [[0.00, 0.11, -0.12], [0.75, 0.05, 1.11], [0.02, -0.40, -0.70], [-0.12, 0.03, -0.81], [-0.33, 0.03, 0.13], [-0.05, -0.40, 0.51], [0.17, 0.17, -0.25], [-0.16, 0.17, 0.06], [0.20, -0.11, 0.39], [-0.36, -0.23, -0.07], [-0.59, 0.41, -0.53], [0.57, 0.00, 0.09], [-0.12, 0.16, 0.18]],
  "total_energy_ev": -28973.788,
  "homo_energy_ev": -8.3,
  "e_above_lowest_kj_mol": 48.7,
  "smiles": "O=C(O)CCSS",
  "spin_multiplicity": 1,
  "charge": 0
}

---

(3)
{
  "formula": "C9H9NO4",
  "method": "the ωB97M-V functional and the def2-TZVPD basis",
  "species": ["C", "C", "C", "C", "C", "C", "C", "C", "C", "N", "O", "O", "O", "O", "H", "H", "H", "H", "H", "H", "H", "H", "H"],
  "positions_angstrom": [[2.69918, -0.51992, -0.94435], [1.70636, -0.03125, -1.85014], [2.31379, -1.24631, 0.15854], [0.38726, -0.08395, -1.47652], [1.01924, -1.16187, 0.63059], [0.02308, -0.57528, -0.15593], [-0.21136, 2.78546, 0.33581], [-1.63686, -0.85082, 1.65405], [-1.30461, -0.49865, 0.22690], [-2.42081, -0.21938, -0.58775], [0.82369, 2.72355, -0.31429], [-3.48788, 0.10885, -0.07732], [-2.24224, -0.32674, -1.78503], [-1.27526, 2.17205, 0.42737], [3.67909, -0.40344, -1.23928], [2.12392, 0.51335, -2.78140], [2.92386, -1.72041, 0.86120], [-0.30998, 0.27181, -2.05448], [0.65138, -1.66208, 1.62376], [-0.28675, 3.61531, 1.03055], [-1.38870, -1.84083, 1.98087], [-2.77801, -0.81334, 1.92410], [-1.00839, -0.23611, 2.41277]],
  "forces_ev_per_angstrom": [[-2.65, -0.38, -1.17], [1.65, 0.82, -0.03], [-1.10, 0.99, 1.06], [4.09, -1.87, 3.40], [-1.63, -1.21, 1.47], [0.67, 0.41, -3.20], [2.44, 0.84, -1.07], [-1.67, 1.37, 2.02], [-0.20, -0.18, 3.83], [-1.04, 0.67, -0.71], [-0.55, -0.49, 0.19], [0.65, -0.33, -0.06], [-0.49, -0.16, -0.75], [-1.84, -2.04, 0.11], [2.14, 0.04, -0.30], [-1.26, -1.07, 1.54], [1.66, -0.60, 0.42], [-3.49, 1.93, -2.97], [1.30, 1.00, -2.04], [-0.15, 1.17, 0.95], [0.42, -0.95, -0.54], [2.33, 0.53, -0.75], [-1.30, -0.50, -1.40]],
  "total_energy_ev": -19151.572,
  "homo_energy_ev": [-8.1, -9.8],
  "e_above_lowest_kj_mol": 713.0,
  "spin_multiplicity": 1,
  "charge": 0
}

---

(4)
{
  "formula": "C7H16AsBClF3O6PS",
  "method": "the ωB97M-V functional and the def2-TZVPD basis",
  "species": ["O", "S", "O", "O", "C", "C", "C", "As", "C", "C", "C", "F", "C", "F", "F", "B", "O", "O", "P", "O", "Cl", "H", "H", "H", "H", "H", "H", "H", "H", "H", "H", "H", "H", "H", "H", "H", "H"],
  "positions_angstrom": [[5.45688, 0.00984, 1.21142], [4.62597, 0.37426, 0.10707], [5.11060, 0.02488, -1.19463], [4.41352, 1.95453, 0.18457], [3.00677, -0.26931, 0.34555], [1.99938, 0.21908, -0.70156], [0.87996, -0.78357, -0.96949], [-0.77562, -0.43552, 0.22994], [-1.45595, 1.04367, -1.03485], [-2.85247, 1.58873, -0.71265], [-2.96514, 2.47745, 0.47320], [-4.00641, 3.38490, 0.40140], [-2.27179, 2.47677, 1.63507], [-0.98730, 2.78285, 1.75485], [-2.78660, 2.17867, 2.82529], [-1.91939, -1.90596, -0.79057], [-3.23149, -2.09624, -0.43600], [-1.44018, -2.70424, -1.83385], [0.12271, -2.14407, 1.80380], [-0.05808, -3.62941, 1.04391], [-1.27103, -2.20983, 3.36106], [3.48896, 2.18810, 0.01393], [2.68546, 0.01795, 1.34874], [3.08974, -1.35436, 0.32958], [2.55429, 0.34507, -1.63898], [1.58443, 1.20252, -0.44295], [1.23855, -1.81157, -0.88663], [0.54713, -0.64097, -2.00088], [0.11914, 0.60457, 1.07307], [-2.02570, -0.23625, 1.21905], [-0.74673, 1.87220, -1.13612], [-1.52421, 0.56404, -2.01770], [-3.57894, 0.77022, -0.63083], [-3.17403, 2.19472, -1.57047], [-3.35241, -1.99155, 0.51644], [-1.31883, -2.17352, -2.62681], [0.81882, -3.88870, 0.74703]],
  "forces_ev_per_angstrom": [[-0.04, 0.29, 0.26], [0.63, -0.94, 0.04], [-0.27, 0.30, -0.25], [-0.14, 0.14, 0.12], [-0.90, 0.51, 0.28], [0.53, -0.45, -0.81], [0.12, 0.50, 0.12], [-0.77, -0.27, -0.33], [-0.07, -0.12, 0.11], [0.79, 1.22, -1.03], [0.55, 0.56, -0.12], [-1.11, -1.30, 0.70], [-0.16, -0.22, -0.12], [0.18, -1.39, -0.03], [-0.14, 1.56, 0.10], [0.14, -0.19, -0.03], [0.21, -0.73, 0.30], [-0.57, 0.41, -0.23], [1.04, 0.29, 0.21], [-0.49, 0.16, -0.06], [-0.19, -0.25, -0.18], [0.02, -0.04, -0.13], [0.13, -0.11, 0.07], [0.26, 0.00, -0.05], [0.02, 0.14, 0.03], [-0.04, -0.06, 0.23], [-0.04, -0.02, 0.04], [-0.15, -0.10, 0.03], [0.03, -0.15, 0.06], [0.04, 0.21, 0.11], [0.05, -0.03, 0.12], [0.07, 0.01, 0.00], [0.08, -0.04, 0.37], [-0.13, -0.13, -0.04], [-0.09, 0.54, -0.06], [0.41, -0.10, -0.02], [0.01, -0.20, 0.16]],
  "total_energy_ev": -122115.442,
  "homo_energy_ev": -3.5,
  "e_above_lowest_kj_mol": 0.0,
  "spin_multiplicity": 1,
  "charge": -1
}

---

The following molar mass values (in g/mol) correspond, in order, to the records above: 446.67, 138.21, 195.17, 437.42.